{
  "formula": "C3H10O2S",
  "method": "wB97M-V/def2-TZVPD",
  "e_above_lowest_kcal_mol": 37.2,
  "homo_energy_ha": -0.33026,
  "lumo_ev": 0.655,
  "smiles": "OCCCS.O",
  "orbital_gap_ev": 9.64,
  "elements": ["S", "O", "O", "C", "C", "C", "H", "H", "H", "H", "H", "H", "H", "H", "H", "H"],
  "xyz": [[2.005, 0.634, -2.296], [-1.244, -0.431, 1.616], [-2.335, -0.490, -1.524], [-0.152, 0.349, 1.443], [0.881, -0.313, 0.385], [1.187, 0.796, -0.642], [-1.251, -1.112, 2.261], [-0.546, 1.286, 1.050], [-2.091, -1.332, -1.413], [-2.640, 0.019, -0.841], [0.459, 0.387, 2.437], [1.677, -0.654, 0.926], [1.526, -0.593, -2.539], [1.971, 1.422, -0.141], [0.165, 1.242, -0.624], [0.389, -1.213, -0.098]],
  "lowdin_charge": [0.67, -0.06, 0.04, -0.28, -0.21, -0.58, 0.08, 0.11, -0.03, -0.01, 0.15, 0.05, -0.17, 0.07, 0.06, 0.12]
}